No. 1
Here is a molecular structure, C3H8OS in a non-equilibrium geometry from the OMol25 dataset. Energies are from ωB97M-V with the def2-TZVPD basis set.

Last column: natural (NBO) charge in e.
Cartesian coordinates (Å):
C: 0.35372 0.72861 -1.38707  -0.68
O: -0.38288 1.38718 0.86248  -0.73
C: -0.27426 0.38141 -0.03536  0.29
H: 1.67750 -0.57800 1.37693  0.20
H: 1.15760 -1.49922 0.02625  0.19
H: -1.13582 1.30524 1.41960  0.49
C: 0.79918 -0.90143 0.88688  -0.64
H: 0.24287 -1.58179 1.42803  0.19
H: -0.41514 1.19078 -2.10790  0.22
H: -1.94554 -1.07364 0.93026  0.11
S: -1.92757 -0.65690 -0.31729  -0.12
H: 1.17251 1.47298 -1.20699  0.24
H: 0.67780 -0.17524 -1.87583  0.23

Computed properties:
Net charge = 0
E = -592.45925 a.u.
F_max = 5.45 eV Å⁻¹
Energy relative to the best compared isomer or geometry (same formula, charge and spin) = 36.9 kcal/mol
HOMO = -9.128 eV
LUMO = 0.746 eV



No. 2
Here is a molecular structure, C13H17ClN6O8STi in a non-equilibrium geometry from the OMol25 dataset. Energies are from ωB97M-V with the def2-TZVPD basis set.

Last column: natural (NBO) charge in e.
Cartesian coordinates (Å):
C: 2.19192 -0.12389 3.29696  0.21
H: -3.47432 -0.54143 -1.18568  0.24
C: -1.81710 1.25335 1.96150  -0.07
O: -0.95462 -2.05602 -1.64234  -0.79
C: -2.28285 1.17678 -1.34536  0.81
O: 0.80189 -1.55587 0.68899  -1.07
C: 3.84399 2.05936 -0.27529  0.03
C: -2.35703 -2.07962 0.27023  -0.36
H: -2.64932 1.84987 1.58363  0.18
O: -1.08171 0.83427 -1.72015  -0.82
C: 1.60533 2.06318 -1.67636  0.05
N: 1.73050 0.61529 2.31873  -0.50
O: 2.43288 -2.88589 1.90201  -1.00
H: 1.65028 -0.43809 4.17399  0.22
N: -2.04907 -0.64105 0.35320  -0.47
S: 1.09592 -2.86955 1.35432  2.43
C: -2.98143 0.13223 -0.48125  -0.34
O: 0.04436 -3.19099 2.29937  -1.00
O: -0.66895 1.68184 1.27428  -0.74
H: 2.71188 3.33884 -3.00825  0.20
H: -1.78496 -2.60863 1.03406  0.26
Cl: 1.86926 -1.09716 -2.36658  -0.58
N: 3.84206 0.00210 1.84873  -0.24
H: 0.13237 1.32721 1.71386  0.51
C: -1.94904 -2.65463 -1.08604  0.78
O: -2.86757 2.18449 -1.68262  -0.63
C: 2.73255 1.34857 0.15882  0.14
H: -3.05492 -0.47546 2.21253  0.17
H: -1.31954 -0.81603 2.28710  0.23
C: 2.76991 0.63776 1.43314  0.28
H: 4.00742 -1.18431 3.49118  0.43
H: -3.76552 0.61234 0.10642  0.21
H: -3.41944 -2.27402 0.44499  0.19
H: 4.74963 2.04608 0.31951  0.21
C: 2.72635 2.76243 -2.09113  0.00
H: 1.44132 -4.98872 0.41147  0.23
C: -2.07920 -0.23024 1.76591  -0.24
Ti: 0.10452 -0.46249 -0.83842  1.61
H: 1.65597 -3.65498 -0.77733  0.27
C: 1.04513 -4.04875 0.03457  -0.89
H: 0.01460 -4.16519 -0.29374  0.25
N: 3.45661 -0.47378 3.03983  -0.33
N: 1.61240 1.32887 -0.56359  -0.42
H: -1.74475 1.44493 3.04010  0.16
N: 3.85825 2.75340 -1.40297  -0.37
O: -2.54073 -3.63332 -1.51419  -0.66
H: 0.68929 2.05548 -2.25007  0.25

Computed properties:
Net charge = -1
E = -3144.24098 a.u.
F_max = 1.70 eV Å⁻¹
Energy relative to the best compared isomer or geometry (same formula, charge and spin) = 3.9 kcal/mol
HOMO (alpha / beta) = -5.236 / -6.413 eV
⟨S²⟩ = 0.752
Spin multiplicity = 2
LUMO (alpha / beta) = 2.226 / 2.180 eV